[1]
DFT (ωB97M-V/def2-TZVPD) results for one molecule with the formula C4H7NO.

Properties
Highest occupied orbital energy ... -8.286 eV
Frontier orbital gap ... 8.28 eV
Charge ... 0
Energy relative to the best compared isomer or geometry (same formula, charge and spin) ... 117.4 kcal per mole
Maximum force ... 0.007 hartree/bohr
LUMO level ... -0.01 eV
E ... -286.44457 a.u.

Each line ends with the Löwdin charge.
Atoms and positions in Å:
O (-0.6124, 1.1227, -0.1331)  -0.18
N (-0.5458, -1.3287, 0.3210)  -0.08
C (0.4579, -1.0122, -0.7267)  -0.18
C (0.0123, -0.6371, 1.4030)  0.03
C (0.4260, 0.5431, -0.9199)  -0.18
C (-0.4494, 0.8042, 1.2518)  -0.23
H (1.4426, -1.3522, -0.3923)  0.11
H (1.3943, 0.9862, -0.6432)  0.12
H (0.1834, -1.5517, -1.6368)  0.12
H (0.2898, 1.4750, 1.7129)  0.11
H (-1.3793, -0.8381, -0.0338)  0.11
H (-1.4166, 0.9708, 1.7491)  0.13
H (0.1971, 0.8180, -1.9520)  0.12


[2]
DFT (ωB97M-V/def2-TZVPD) results for one molecule with the formula C9H19N3O4 in a non-equilibrium geometry.

Properties
Highest occupied orbital energy ... -9.444 eV
Frontier orbital gap ... 10.08 eV
Charge ... 0
Energy relative to the best compared isomer or geometry (same formula, charge and spin) ... 0.0 kcal per mole
Maximum force ... 0.050 hartree/bohr
LUMO level ... 0.64 eV
E ... -819.58681 a.u.

Each line ends with the Löwdin charge.
Atoms and positions in Å:
O (-0.4027, -2.5596, 0.2129)  0.10
O (-1.6716, 0.1752, 2.8882)  0.06
O (-0.7496, -2.1327, -1.9907)  0.09
O (-4.3217, -0.5511, 2.8457)  -0.07
N (-0.5863, 0.0155, 0.9433)  0.12
N (-3.2367, -1.1321, 0.2421)  0.07
N (5.0737, 1.8188, -1.5678)  -0.02
C (-0.5802, -1.7136, -0.8482)  -0.48
C (-0.4843, -0.2722, -0.4393)  -0.27
C (-1.6982, 0.1133, 1.6790)  -0.42
C (0.8507, 0.2505, -1.0333)  -0.14
C (3.7689, 1.5245, -0.9951)  -0.31
C (-4.1914, 0.5047, 1.9347)  -0.23
C (3.4143, 0.0529, -1.1244)  -0.22
C (-3.0811, 0.1654, 0.8922)  -0.28
C (2.1210, -0.3760, -0.4276)  -0.19
H (2.9843, 2.0977, -1.5564)  0.11
H (-5.1595, 0.5333, 1.4182)  0.12
H (5.2786, 2.8143, -1.4798)  0.06
H (5.0571, 1.7329, -2.5927)  0.07
H (-2.9348, 0.9656, 0.1576)  0.14
H (-3.9499, 1.4937, 2.3556)  0.13
H (2.1651, -0.0980, 0.6366)  0.12
H (4.2046, -0.6059, -0.7217)  0.12
H (0.8390, 0.1496, -2.1386)  0.13
H (0.2502, -0.1145, 1.5034)  0.15
H (2.0321, -1.4487, -0.6385)  0.12
H (-3.5470, -0.4455, 3.4460)  0.09
H (-1.2900, 0.2975, -0.9329)  0.15
H (-3.9613, -0.9735, -0.5011)  0.11
H (-3.6386, -1.7332, 0.9657)  0.09
H (0.8203, 1.3498, -0.8937)  0.12
H (-0.4552, -3.4675, -0.1127)  0.13
H (3.7318, 1.7601, 0.0663)  0.11
H (3.3483, -0.1912, -2.1932)  0.12


[3]
DFT (ωB97M-V/def2-TZVPD) results for one molecule with the formula C17H17FN2O.

Properties
Highest occupied orbital energy ... -8.387 eV
Frontier orbital gap ... 8.99 eV
Charge ... 0
Energy relative to the best compared isomer or geometry (same formula, charge and spin) ... 4.7 kcal per mole
Maximum force ... 0.009 hartree/bohr
LUMO level ... 0.60 eV
E ... -942.65210 a.u.

Each line ends with the Löwdin charge.
Atoms and positions in Å:
F (3.6474, 5.9153, -2.5762)  0.05
O (-0.8682, 2.5874, 0.7461)  0.07
N (-0.2487, -0.7176, -0.3694)  -0.19
N (0.3789, 1.7825, -0.9978)  0.13
C (2.1313, 2.6459, -2.3722)  -0.02
C (0.2541, -1.5365, 1.9410)  -0.12
C (2.9598, 3.6711, -2.7834)  -0.01
C (1.1891, 2.8550, -1.3649)  -0.22
C (-1.3538, -2.7904, 0.4548)  -0.16
C (1.9123, 5.1403, -1.1776)  0.00
C (0.7873, -0.9573, 0.6259)  -0.17
C (-2.2049, -4.3349, 2.6017)  -0.09
C (2.8385, 4.9088, -2.1777)  -0.29
C (-1.1936, 0.3121, 0.0295)  -0.09
C (-2.7612, -4.5290, 1.3477)  -0.09
C (-0.5473, 1.6965, -0.0069)  -0.46
C (-2.3356, -3.7579, 0.2834)  -0.04
C (-1.2296, -3.3730, 2.7786)  -0.04
C (1.0849, 4.1109, -0.7704)  0.00
C (-0.8802, -1.9773, -0.7250)  -0.13
C (-0.7912, -2.5955, 1.7125)  -0.18
H (-2.0129, 0.3287, -0.6971)  0.14
H (-0.7943, -3.2168, 3.7555)  0.11
H (-1.6393, 0.1627, 1.0217)  0.13
H (-3.5261, -5.2771, 1.2020)  0.10
H (1.0841, -1.9538, 2.5152)  0.12
H (2.2125, 1.6724, -2.8336)  0.11
H (0.3578, 4.2706, 0.0078)  0.10
H (-1.7139, -1.7757, -1.4027)  0.13
H (3.6919, 3.5217, -3.5610)  0.12
H (-0.1388, -2.5650, -1.2832)  0.13
H (1.4984, -1.6579, 0.1781)  0.13
H (0.5383, 0.9069, -1.4868)  0.13
H (-2.5328, -4.9323, 3.4394)  0.10
H (-2.7668, -3.9033, -0.6973)  0.11
H (1.8432, 6.1173, -0.7268)  0.12
H (-0.1816, -0.7366, 2.5482)  0.12
H (1.3111, -0.0180, 0.8211)  0.12


[4]
DFT (ωB97M-V/def2-TZVPD) results for C21H43N2OP3Tc as an isolated structure in a non-equilibrium geometry.

Properties
Highest occupied orbital energy (alpha / beta) ... -20.082 / -20.662 eV
Frontier orbital gap (alpha / beta) ... 4.89 / 6.23 eV
Charge ... +4
Energy relative to the best compared isomer or geometry (same formula, charge and spin) ... 0.0 kcal per mole
Maximum force ... 0.137 hartree/bohr
Spin multiplicity ... 4
LUMO level (alpha / beta) ... -15.19 / -14.43 eV
E ... -2113.88229 a.u.

Each line ends with the Löwdin spin population.
Atoms and positions in Å:
Tc (0.1592, 1.5402, -0.0599)  2.19
P (1.4761, -0.2834, 1.7321)  -0.02
P (1.8887, 2.8207, 0.1479)  0.08
P (-0.7787, -2.9741, 0.1128)  0.00
O (-1.2586, -0.6310, -1.4515)  0.16
N (-3.0346, 1.1464, 2.7644)  0.01
N (-1.6212, 1.0929, 1.0932)  0.06
C (1.8880, 4.1643, -1.0524)  0.00
C (2.2346, 3.6520, 1.7260)  0.01
C (-2.8515, 0.5778, 0.6551)  0.00
C (-0.2251, -1.8564, -4.6878)  0.03
C (-1.4205, -3.1559, 1.7638)  0.00
C (-1.1351, 1.9452, -1.3864)  -0.06
C (-3.7306, 0.6402, 1.6952)  0.01
C (0.7160, -1.2348, 3.1035)  -0.01
C (-1.7519, 1.3376, 2.3911)  0.03
C (-2.4750, -0.6704, -3.4514)  0.08
C (-0.7448, 1.8502, 3.3171)  0.01
C (0.6184, -3.9701, -0.3342)  0.00
C (-2.0888, -3.1054, -1.0793)  0.01
C (-0.1274, 1.9310, -2.3973)  -0.17
C (-0.1163, -1.3137, -3.4280)  0.11
C (2.6361, -1.4697, 0.9559)  0.00
C (-1.4124, -1.6899, -5.3869)  0.23
C (2.7502, 0.5300, 2.8034)  0.00
C (-1.2607, -0.8343, -2.7235)  0.14
C (-2.4646, -0.9874, -4.7926)  0.03
C (3.4163, 1.9390, -0.3826)  0.06
H (2.2441, 1.1606, 3.5377)  0.00
H (2.8849, 4.5992, -1.0362)  0.00
H (1.6204, 3.7775, -2.0434)  0.00
H (0.9424, -2.2941, 2.9585)  0.00
H (-2.1259, 1.6269, -1.6751)  -0.01
H (-3.0691, 0.2514, -0.3343)  0.00
H (-3.3454, -0.7569, -5.3654)  0.00
H (3.1743, 1.2270, -1.1888)  0.00
H (2.6603, 2.9739, 2.4668)  0.00
H (-1.6478, -3.0312, -2.0864)  0.00
H (-0.6024, -3.4760, 2.4281)  0.00
H (0.1828, -4.7667, -0.9531)  0.00
H (3.1324, -1.0060, 0.0892)  0.00
H (-2.2057, -3.9141, 1.6198)  0.00
H (1.3991, -3.4455, -0.9079)  0.00
H (3.9258, 1.4120, 0.4327)  0.00
H (1.0395, -4.4047, 0.5786)  0.00
H (-3.3579, -0.4210, -2.8804)  0.00
H (1.1774, -0.8955, 4.0371)  0.00
H (0.6128, -2.3902, -5.1243)  0.00
H (-1.0255, 2.7497, -0.5498)  0.00
H (-0.2914, 1.2784, -3.2832)  -0.01
H (0.0240, 2.9332, -2.8386)  -0.01
H (-1.5747, -2.1160, -6.3813)  0.01
H (4.0842, 2.7117, -0.7853)  0.01
H (1.1726, 4.9115, -0.7081)  0.00
H (-0.2869, 1.0195, 3.8461)  0.00
H (-1.2168, 2.4955, 4.0593)  0.00
H (2.1235, -2.3953, 0.6569)  0.00
H (1.3009, 4.0698, 2.1277)  0.00
H (3.2482, -0.3086, 3.3023)  0.00
H (-2.7934, -2.2711, -0.9168)  0.00
H (0.8128, -1.2797, -2.8837)  0.00
H (-0.3677, -1.0963, 3.1751)  0.00
H (-1.8736, -2.2028, 2.1048)  0.00
H (3.4575, 1.0966, 2.1992)  0.00
H (-0.4081, -1.6351, 0.0729)  0.00
H (2.9706, 4.4376, 1.5226)  0.00
H (-4.7714, 0.3977, 1.7631)  0.00
H (-3.3680, 1.3425, 3.7043)  0.00
H (3.3923, -1.7093, 1.7067)  0.00
H (0.0074, 2.4375, 2.8024)  0.01
H (-2.5444, -4.0843, -0.8974)  0.00